Formula: C28H50BBr2I2N2O7P2
Source: the Open Molecules 2025 dataset
Level of theory: the ωB97M-V functional and the def2-TZVPD basis

Values from the calculation:
Total charge: -1
Kohn-Sham gap (eV): 6.321
M (g/mol): 1013.09

Each atom is followed by the atoms it is bonded to, with distances in Å.
Element x y z (Å)
1 C 6.74 0.98 1.11  C2 1.651, H39 1.173, H40 1.173, H41 1.182
2 C 6.20 2.53 0.96  C1 1.651, C3 1.640, H42 1.194, H43 1.170
3 C 4.73 2.46 0.25  C2 1.640, C4 1.670, H44 1.171, H45 1.189
4 C 3.53 1.97 1.31  C3 1.670, C5 1.673, H46 1.191, H47 1.170
5 C 2.33 1.33 0.33  C4 1.673, C6 1.605, H48 1.187, H49 1.158
6 C 0.92 1.52 1.07  C5 1.605, P7 1.959, H50 1.194, H51 1.195
7 P -0.50 2.39 0.03  C6 1.959, C8 1.936, N12 1.772, P16 2.236, O18 1.750, O38 1.731
8 C -1.52 3.04 1.54  P7 1.936, C9 1.586, H52 1.204, H53 1.163
9 C -1.45 2.31 2.95  C8 1.586, C10 1.677, Br11 2.048, H54 1.147
10 C -2.94 1.79 3.53  C9 1.677, H55 1.183, H56 1.167, H57 1.188
11 Br -0.92 3.74 4.31  C9 2.048
12 N 0.76 3.64 -0.07  P7 1.772, C13 1.294
13 C 0.55 4.88 0.24  N12 1.294, C14 1.678, C15 1.673
14 C 0.95 5.37 1.79  C13 1.678, H58 1.177, H59 1.179, H60 1.193
15 C 0.10 6.18 -0.71  C13 1.673, H61 1.194, H62 1.184, H63 1.169
16 P -2.08 3.52 -1.07  P7 2.236, N17 1.613, H64 1.436, H65 1.470
17 N -1.58 4.09 -2.49  P16 1.613, H66 1.057
18 O 0.07 1.89 -1.55  P7 1.750, C19 1.502
19 C -0.47 0.56 -2.00  O18 1.502, Br20 2.044, B21 1.629, C24 1.636
20 Br 1.29 -0.30 -2.59  C19 2.044
21 B -1.05 0.87 -3.48  C19 1.629, O22 1.509, O23 1.466
22 O -0.04 1.37 -4.48  B21 1.509, H67 1.010
23 O -2.40 0.69 -4.03  B21 1.466, H68 1.022
24 C -1.34 -0.13 -0.80  C19 1.636, C25 1.656, C33 1.635, O38 1.506
25 C -0.45 -1.40 -0.22  C24 1.656, C26 1.630, H69 1.195, H70 1.195
26 C -1.08 -2.26 1.01  C25 1.630, C27 1.678, C32 1.637
27 C -1.39 -3.89 0.77  C26 1.678, C28 1.656, H71 1.190
28 C -1.97 -4.89 1.96  C27 1.656, C29 1.650, H72 1.182
29 C -2.31 -4.34 3.48  C28 1.650, C30 1.662, H73 1.188
30 C -2.01 -2.73 3.75  C29 1.662, C31 1.657, C32 1.669
31 C -2.36 -2.17 5.27  C30 1.657, H74 1.193, H75 1.170, H76 1.188
32 C -1.39 -1.76 2.54  C26 1.637, C30 1.669, H77 1.166
33 C -2.94 -0.33 -1.07  C24 1.635, I34 2.233, C35 1.604, H78 1.195
34 I -4.18 -0.30 0.79  C33 2.233, I37 3.012
35 C -3.45 -1.59 -1.92  C33 1.604, C36 1.611, I37 2.235, H79 1.196
36 C -2.40 -2.48 -2.76  C35 1.611, H80 1.194, H81 1.165, H82 1.194
37 I -4.64 -2.94 -0.60  I34 3.012, C35 2.235
38 O -1.40 0.93 0.27  P7 1.731, C24 1.506
39 H 6.26 0.54 2.09  C1 1.173
40 H 7.91 0.92 1.07  C1 1.173
41 H 6.31 0.36 0.20  C1 1.182
42 H 6.93 3.05 0.17  C2 1.194
43 H 6.24 3.15 1.96  C2 1.170
44 H 4.77 1.69 -0.63  C3 1.171
45 H 4.41 3.52 -0.17  C3 1.189
46 H 3.18 2.98 1.84  C4 1.191
47 H 3.90 1.22 2.12  C4 1.170
48 H 2.58 0.17 0.28  C5 1.187
49 H 2.50 1.79 -0.72  C5 1.158
50 H 0.48 0.54 1.60  C6 1.194
51 H 1.12 2.29 1.96  C6 1.195
52 H -2.64 2.83 1.16  C8 1.204
53 H -1.55 4.19 1.71  C8 1.163
54 H -0.74 1.44 3.17  C9 1.147
55 H -3.20 2.30 4.56  C10 1.183
56 H -3.82 2.03 2.80  C10 1.167
57 H -2.94 0.62 3.74  C10 1.188
58 H 0.03 5.91 2.30  C14 1.177
59 H 1.88 6.09 1.69  C14 1.179
60 H 1.30 4.41 2.41  C14 1.193
61 H 0.57 7.19 -0.27  C15 1.194
62 H 0.63 6.03 -1.75  C15 1.184
63 H -1.06 6.32 -0.77  C15 1.169
64 H -3.30 2.78 -1.18  P16 1.436
65 H -2.40 4.69 -0.24  P16 1.470
66 H -2.25 3.72 -3.22  N17 1.057
67 H 0.10 0.60 -5.13  O22 1.010
68 H -2.80 1.63 -4.10  O23 1.022
69 H -0.22 -2.22 -1.06  C25 1.195
70 H 0.64 -1.08 0.15  C25 1.195
71 H -1.18 -4.42 -0.28  C27 1.190
72 H -2.14 -6.04 1.77  C28 1.182
73 H -2.72 -5.05 4.35  C29 1.188
74 H -2.79 -1.06 5.26  C31 1.193
75 H -1.36 -2.16 5.88  C31 1.170
76 H -3.13 -2.88 5.83  C31 1.188
77 H -1.18 -0.66 2.84  C32 1.166
78 H -3.35 0.65 -1.61  C33 1.195
79 H -4.27 -1.19 -2.70  C35 1.196
80 H -2.86 -2.66 -3.85  C36 1.194
81 H -1.33 -2.06 -2.93  C36 1.165
82 H -2.39 -3.57 -2.27  C36 1.194
83 C 0.99 -4.11 -3.06  O84 1.426, H89 1.093, H90 1.095, H91 1.095
84 O 1.72 -5.23 -3.56  C83 1.426, C85 1.357
85 C 1.15 -6.43 -3.28  O84 1.357, O86 1.221, O87 1.357
86 O 0.11 -6.61 -2.68  C85 1.221
87 O 1.94 -7.40 -3.81  C85 1.357, C88 1.426
88 C 1.46 -8.73 -3.60  O87 1.426, H92 1.095, H93 1.095, H94 1.094
89 H 1.54 -3.20 -3.33  C83 1.093
90 H 0.00 -4.06 -3.52  C83 1.095
91 H 0.92 -4.15 -1.97  C83 1.095
92 H 0.49 -8.86 -4.08  C88 1.095
93 H 1.41 -8.95 -2.53  C88 1.095
94 H 2.17 -9.42 -4.06  C88 1.094